C33H33N5P2SZn as an isolated structure, computed with ωB97M-V/def2-TZVPD.

As for the total charge: 0. As for the max |F|: 0.5 eV/Å. Its HOMO energy is -0.2661 hartree. The energy above the lowest of the compared OMol25 structures with the same formula, charge and spin is 0.00 kJ/mol. The LUMO energy is 0.1 eV. The calculation puts the frontier orbital gap at 7.36 eV.

Atoms and positions in Å:
Zn -1.79689 1.43582 -0.05451
S -1.31870 3.05269 -1.97184
P 0.81586 0.72459 -0.17170
P -0.61881 -1.73016 -0.52172
N 0.86810 -0.89816 -0.71091
N -2.12860 4.53568 0.20828
N -1.93961 3.38517 0.87614
N -1.52804 1.06972 2.19634
N -2.03367 5.58543 -1.76916
C 0.31739 -3.62525 1.23744
C 3.34879 1.86433 -0.68918
C 1.42409 1.82858 2.28803
C 3.98592 2.73011 -2.84139
C 0.16620 -4.44195 -1.01218
C 1.78543 1.82339 -2.51399
C -2.98720 -2.77819 -3.66535
C -2.38935 -2.71019 -2.41844
C 2.08875 1.53610 -1.18284
C 0.82723 -4.84576 1.65515
C -1.96139 2.13331 2.88486
C -0.74260 -1.19459 -3.28494
C 1.57000 0.69606 1.48689
C -2.21333 2.06614 4.25112
C -1.34864 -0.08184 2.83798
C -1.34742 -1.25360 -4.53567
C -1.85883 4.42674 -1.09372
C 2.19782 -0.43014 2.00662
C -0.01047 -3.40467 -0.10057
C 2.73052 2.40755 -3.34101
C 4.29236 2.46118 -1.51609
C 2.54129 0.71000 4.09773
C -2.01550 0.86866 4.91145
C -1.25119 -1.92710 -2.21913
C 1.91393 1.83987 3.58478
C 2.68180 -0.42363 3.30976
C -2.46628 -2.04837 -4.72869
C 0.66163 -5.67084 -0.59492
C 0.99530 -5.87367 0.73688
C -2.15009 3.38581 2.13815
C -1.57562 -0.23356 4.19418
C -3.56016 0.58618 -0.40681
C 2.02418 -1.53657 -1.35217
H -2.81526 -3.26637 -1.58930
H -3.61640 -0.45421 -0.07202
H 0.79284 -6.46942 -1.31379
H -2.55852 2.94808 4.77477
H 2.37752 -2.38619 -0.76347
H 3.60282 1.65051 0.34146
H 1.79286 2.72168 4.20076
H -2.44319 6.36291 -1.28117
H 1.38087 -6.83196 1.06017
H -2.20519 0.79316 5.97452
H -2.94130 -2.09181 -5.70005
H -1.98468 5.57917 -2.77087
H 0.17917 -2.82626 1.95947
H 2.29038 -1.32285 1.40009
H -4.32945 1.15271 0.12628
H 0.90591 2.69928 1.89723
H 4.72216 3.19499 -3.48442
H 2.84230 -0.82882 -1.46027
H 0.13077 -0.56900 -3.13803
H -3.79619 0.61456 -1.47272
H 5.26768 2.71375 -1.12057
H -1.00527 -0.91030 2.23025
H -1.40862 -1.18942 4.67007
H 1.08105 -4.99865 2.69626
H 0.79971 1.60647 -2.90349
H -0.08193 -4.29049 -2.05646
H 2.91411 0.71158 5.11397
H -3.86928 -3.38909 -3.80725
H -0.94430 -0.67294 -5.35535
H 3.16591 -1.30583 3.70926
H -2.48020 4.28748 2.64685
H 1.75963 -1.90428 -2.34641
H 2.47987 2.62674 -4.37059

Calculated atomic charges, method Mulliken, unit e: Zn 1.716; S -0.476; P 0.533; P 0.655; N 0.383; N -1.600; N 0.887; N 0.515; N -0.392; C -0.004; C -0.214; C -0.568; C -0.521; C -0.425; C -0.196; C -0.711; C -0.698; C 0.327; C -0.792; C 0.887; C -0.080; C 0.616; C -0.949; C -0.485; C -0.642; C 0.456; C -0.367; C 0.093; C -1.013; C -0.812; C -0.679; C -0.517; C 0.452; C -0.594; C -0.686; C -0.523; C -0.643; C -0.540; C -0.904; C -0.794; C -1.365; C -1.268; H 0.438; H 0.226; H 0.419; H 0.485; H 0.338; H 0.411; H 0.426; H 0.244; H 0.377; H 0.432; H 0.389; H 0.210; H 0.189; H 0.359; H 0.343; H 0.479; H 0.375; H 0.467; H 0.043; H 0.286; H 0.424; H 0.268; H 0.506; H 0.436; H 0.273; H 0.353; H 0.373; H 0.396; H 0.431; H 0.411; H 0.324; H 0.367; H 0.441


C11H22InNO3 as an isolated structure at a distorted geometry, computed with ωB97M-V/def2-TZVPD.

As for the total charge: +2. As for the max |F|: 2.6 eV/Å. Its HOMO energy is -0.5846 hartree. The energy above the lowest of the compared OMol25 structures with the same formula, charge and spin is 0.00 kJ/mol. The LUMO energy is -12.6 eV. The calculation puts the frontier orbital gap at 3.28 eV.

Atoms and positions in Å:
In -3.24866 -0.91494 -0.32781
O -2.67491 1.23367 -2.05907
O -0.77133 0.73887 0.11436
O -3.47330 -0.41903 -3.07070
N 0.05795 -0.15902 0.61535
C 2.48592 -1.24638 1.66589
C 0.33969 0.07063 2.05914
C -3.53675 1.65555 -4.28311
C -3.20509 0.80845 -3.13489
C 1.84432 0.59570 -0.89372
C 1.05699 -0.62288 -0.32816
C -1.00705 -0.07369 2.82092
C 1.99951 -1.65636 0.27652
C 0.87228 1.49202 2.29415
C 0.34006 -1.27254 -1.54478
C 1.27039 -1.01858 2.55939
H 1.27405 1.25297 -1.55667
H 1.62468 -0.73847 3.55232
H 3.01042 -2.10610 2.09265
H 0.73790 -1.96630 2.65650
H -0.82354 -0.14646 3.89056
H 0.42234 2.26325 1.66895
H 0.70171 1.75630 3.33625
H -1.63973 0.79895 2.65627
H 1.51131 -2.62804 0.37262
H -0.20432 -2.16716 -1.23085
H -0.34697 -0.61856 -2.08504
H 2.21766 1.20633 -0.06497
H -2.68136 1.85107 -4.92774
H -0.29286 1.24062 -0.58663
H -4.31221 1.17249 -4.88044
H -3.94539 2.59920 -3.91422
H 1.11576 -1.60185 -2.23365
H 2.76412 0.29322 -1.38944
H -1.51384 -0.99014 2.51476
H 2.82884 -1.77792 -0.41829
H 1.94381 1.57031 2.09661
H 3.25760 -0.47518 1.68696

Calculated atomic charges, method Mulliken, unit e: In 0.873; O -0.520; O -0.129; O -0.552; N 0.884; C -0.684; C 1.255; C -1.042; C 1.009; C -1.375; C 0.630; C -1.697; C -1.097; C -1.552; C -1.657; C -1.143; H 0.550; H 0.441; H 0.421; H 0.402; H 0.448; H 0.352; H 0.463; H 0.400; H 0.351; H 0.429; H 0.240; H 0.356; H 0.296; H 0.469; H 0.339; H 0.348; H 0.463; H 0.404; H 0.360; H 0.510; H 0.402; H 0.352


One molecule with the formula C4H3NOS at a distorted geometry, computed with ωB97M-V/def2-TZVPD.

The SMILES is C#CC(=S)/C=N\O. As for the total charge: 0. As for the max |F|: 6.0 eV/Å. Its HOMO energy is -0.3335 hartree. The energy above the lowest of the compared OMol25 structures with the same formula, charge and spin is 603.53 kJ/mol. The LUMO energy is -2.0 eV. The calculation puts the frontier orbital gap at 7.10 eV.

Atoms and positions in Å:
S -2.21220 0.25234 -1.29512
O 1.07823 1.58513 0.85432
N -0.17200 1.34639 1.55506
C 0.03817 -1.31650 -1.12390
C -0.71830 -0.26347 -0.42788
C 1.21048 -1.72917 -1.52667
C -0.83001 0.31704 0.97950
H -1.48904 -0.05264 1.67189
H 1.60862 -2.51670 -2.19571
H 1.48605 2.37757 1.50849

Calculated atomic charges, method Mulliken, unit e: S -0.138; O -0.398; N -0.267; C -0.077; C 0.182; C -0.285; C -0.114; H 0.427; H 0.304; H 0.367


A 2-piece molecular cluster, C6H14 overall at a distorted geometry, computed with ωB97M-V/def2-TZVPD.

As for the total charge: 0. As for the max |F|: 2.4 eV/Å. Its HOMO energy is -0.2407 hartree. The energy above the lowest of the compared OMol25 structures with the same formula, charge and spin is 670.08 kJ/mol. The LUMO energy is -1.5 eV. The calculation puts the frontier orbital gap at 5.03 eV.

Atoms and positions in Å:
C 2.07584 0.60467 0.48276
C 2.37892 -0.46731 -0.56175
C -0.30675 -0.43342 0.83506
C -1.15126 -0.82869 -0.25907
C 0.52130 0.81121 0.69405
C -2.20142 0.12257 -0.81774
H -0.63614 -0.60065 1.85757
H 2.10068 -0.16861 -1.57086
H 2.47501 1.57685 0.23618
H 1.67834 -1.26528 -0.30758
H 2.42620 0.33655 1.48297
H -1.69945 -1.74718 -0.04448
H 0.49310 1.44274 1.57630
H -3.04279 0.15864 0.09142
H 0.18039 1.34447 -0.19432
H 3.36103 -0.92662 -0.50855
H -0.49560 -1.07739 -1.11606
H -3.59121 0.16207 0.92488
H -1.89521 1.14727 -1.03979
H -2.67097 -0.19189 -1.76098

Calculated atomic charges, method Mulliken, unit e: C -0.438; C -1.067; C -0.165; C -0.637; C -0.569; C -0.659; H 0.344; H 0.284; H 0.362; H 0.258; H 0.297; H 0.328; H 0.343; H -0.890; H 0.282; H 0.347; H 0.238; H 0.628; H 0.321; H 0.393


C42H39CoIN6O5S as an isolated structure, computed with ωB97M-V/def2-TZVPD.

As for the total charge: 0. As for the max |F|: 0.7 eV/Å. Its HOMO energy (spin up / spin down) is -0.2606 / -0.2691 hartree. As for the spin multiplicity: 4. The energy above the lowest of the compared OMol25 structures with the same formula, charge and spin is 0.00 kJ/mol. The LUMO energy (spin up / spin down) is 0.5 / 0.5 eV. The calculation puts the frontier orbital gap (spin up / spin down) at 7.56 / 7.79 eV.

Atoms and positions in Å:
I 3.50250 -0.97219 -1.94941
Co 0.30921 -0.20729 -0.29124
S -4.66138 2.39550 1.82527
O -1.17941 2.87487 -4.48447
O 0.61680 -2.13682 -0.92710
O -1.85973 4.57097 -1.47470
O -0.44335 -1.12179 1.36126
O 3.30362 3.59108 0.49410
N 0.88234 1.88310 -0.11130
N -2.24614 3.42884 1.19347
N 0.79088 4.15487 -0.73731
N 0.06461 2.54806 -2.19600
N 2.42233 -0.72084 0.83019
N -2.60994 1.12671 0.83213
C -0.45632 -2.29035 1.77211
C -5.81506 -1.47740 1.47687
C -0.01268 -3.42180 1.00558
C 1.32277 6.23578 -1.83151
C 0.30479 -5.83163 0.87326
C -3.19496 4.65691 -1.96103
C 0.92532 2.17625 3.57750
C 3.55467 -0.88951 0.15219
C -0.68111 1.42359 -2.64708
C 3.71633 2.79121 -0.61845
C 2.08159 2.90306 3.82976
C -1.33284 1.63865 -3.86560
C 0.97841 7.38208 -2.53445
C 0.53020 -3.25244 -0.31945
C -1.60519 -0.73878 -2.53675
C -2.28641 -0.53628 -3.73056
C -5.91276 -0.13460 1.80755
C 0.85793 -5.67143 -0.41887
C 0.98380 -4.43684 -0.98496
C 2.86314 3.31927 2.76713
C -2.14610 0.66963 -4.40941
C -0.10817 -4.72577 1.55559
C -4.64658 -1.97886 0.90294
C -3.55357 -1.16100 0.66909
C 3.70801 -0.70170 2.85257
C 0.57566 2.81136 -0.98795
C -1.30004 6.62390 -2.61097
C -4.81671 0.68091 1.56322
C -0.96028 5.48328 -1.89653
C 2.51213 3.01416 1.45465
C 0.37663 5.26547 -1.52098
C -0.33364 2.84585 -5.63241
C -3.00876 2.29649 1.19239
C 2.51092 -0.65989 2.16441
C -0.78104 0.23235 -1.94550
C 1.35022 2.27725 1.18160
C 4.87673 -0.86679 2.13061
C -3.62364 0.18652 1.01601
C -0.97481 -2.48720 3.17815
C 0.57216 1.87835 2.27368
C -0.33422 7.56792 -2.93394
C 4.80325 -0.98195 0.75484
H -2.65124 -1.54035 0.21102
H 2.34786 6.07577 -1.51056
H 1.18149 -6.54769 -0.96898
H 3.75957 3.91081 2.91796
H -0.52899 -4.85015 2.54726
H 1.56822 -0.57162 2.68815
H -3.21294 4.63543 -3.05154
H 5.68965 -1.13022 0.15489
H -0.33836 1.32411 2.05454
H 0.72101 2.84174 -5.34172
H -2.66185 0.86131 -5.34538
H 5.83634 -0.91199 2.63351
H -0.53130 1.96350 -6.24259
H 1.59453 4.34435 -0.16112
H -0.22143 -2.97026 3.80426
H 3.65743 1.73634 -0.37667
H -1.44455 3.42395 0.58165
H 2.36820 3.15374 4.84401
H -6.65835 -2.13432 1.65225
H -2.91662 -1.31689 -4.14189
H -4.59724 -3.02547 0.62579
H -2.33017 6.79432 -2.89265
H -0.62162 8.45916 -3.47837
H 4.74861 3.05658 -0.83795
H -1.70582 -1.70709 -2.05255
H -2.73047 4.30628 1.24219
H 3.10276 2.98355 -1.49990
H 3.71904 -0.61464 3.93129
H -6.82119 0.26974 2.23684
H 0.29490 1.84240 4.39427
H 1.73735 8.11749 -2.77233
H 1.40030 -4.30719 -1.97741
H -3.70441 3.77711 -1.57886
H -3.69468 5.55716 -1.59473
H -0.54255 3.74208 -6.21389
H -0.07819 3.34627 -2.78867
H -1.87249 -3.10904 3.18043
H -1.22435 -1.51179 3.59036
H 0.20570 -6.81648 1.31091

Calculated atomic charges, method Mulliken, unit e: I 0.069; Co 0.155; S -0.368; O -0.492; O -0.253; O 0.159; O 1.250; O -0.633; N 1.241; N -0.134; N 0.847; N 0.117; N 0.688; N 0.326; C 0.864; C -0.525; C 0.899; C -0.800; C -0.865; C -1.236; C -1.162; C -0.621; C 0.943; C -0.096; C -0.843; C 0.464; C -0.799; C 0.383; C 0.282; C -1.226; C -0.497; C -0.385; C -0.902; C -0.752; C -0.144; C -1.365; C -1.045; C 0.363; C -1.119; C -1.339; C -0.860; C 0.711; C 1.051; C 0.430; C 0.261; C -0.956; C 0.390; C -0.276; C -1.195; C 0.241; C -0.438; C -0.993; C -2.391; C -0.310; C -0.808; C -0.444; H 0.113; H 0.516; H 0.416; H 0.493; H 0.390; H 0.592; H 0.421; H 0.506; H 0.352; H 0.237; H 0.509; H 0.398; H 0.406; H 0.370; H 0.428; H -0.169; H -0.210; H 0.408; H 0.382; H 0.411; H 0.438; H 0.452; H 0.402; H 0.399; H 0.354; H 0.348; H 0.181; H 0.482; H 0.397; H 0.497; H 0.396; H 0.445; H 0.255; H 0.382; H 0.294; H 0.238; H 0.494; H 0.326; H 0.393


One molecule with the formula C4H4N4O2S2 at a distorted geometry, computed with ωB97M-V/def2-TZVPD.

As for the total charge: 0. As for the max |F|: 3.8 eV/Å. Its HOMO energy (spin up / spin down) is -0.2672 / -0.2440 hartree. The energy above the lowest of the compared OMol25 structures with the same formula, charge and spin is 768.75 kJ/mol. The LUMO energy (spin up / spin down) is -3.4 / -3.6 eV. The calculation puts the frontier orbital gap (spin up / spin down) at 3.82 / 3.06 eV.

Atoms and positions in Å:
S -2.89266 1.44969 1.41220
S -0.07766 -2.98274 -0.57807
O -3.31386 1.14836 0.02164
O -1.32701 0.51108 1.61445
N 2.08601 2.26993 -0.84115
N -1.02457 -0.51842 0.78505
N -1.44928 -2.70855 0.28805
N -1.70513 -1.68837 0.96189
C 1.97960 1.42272 0.09399
C 0.95091 0.59521 0.23993
C 0.07261 -0.32216 0.01244
C 0.30946 -1.25693 -1.13585
H -0.44054 -1.03294 -1.84213
H 2.57880 1.42049 1.07093
H 1.42620 -1.19203 -1.40723
H 2.82713 2.88466 -0.69615

Calculated atomic charges, method Mulliken, unit e: S 0.424; S 0.053; O -0.420; O -0.453; N -0.527; N 0.721; N -0.289; N -0.284; C -0.588; C 0.583; C 0.376; C -0.816; H 0.368; H 0.252; H 0.339; H 0.263


no.,electronic energy (hartree)
1,-4411.3630
2,-902.1317
3,-682.1408
4,-236.7562
5,-4407.3090
6,-1320.3092